(1)
Molecular formula: C35H39BaCl4NO2P
Method: DFT, wB97M-V/def2-TZVPD

Values from the calculation:
**HOMO level**: -3.5460 eV
**Orbital gap**: 5.8 eV
**Energy relative to the best compared isomer or geometry (same formula, charge and spin)**: 0.000 eV
**Net charge**: -1
**Multiplicity**: 1
**Electronic energy**: -102589.115 eV

Cartesian coordinates (Å):
Ba -0.60264 -0.38251 0.64225
Cl 4.93165 -6.44943 0.91684
Cl -3.82504 1.88024 -3.25284
Cl -3.87474 3.21443 -0.67250
Cl -5.49969 0.87009 -1.11979
P -0.06948 -1.95045 -2.72587
O -1.62148 1.31903 -1.12928
O -2.95948 -0.39235 -0.66483
N 0.30792 2.28433 0.95437
C 2.31887 -3.70011 2.24224
C -1.13260 -3.49911 -4.95503
C 0.76519 2.62273 2.25460
C -1.99045 1.24058 2.52351
C 0.93536 1.18277 -5.99977
C 1.21354 -3.69265 -1.05017
C -2.73875 0.76389 -1.06120
C 3.94910 -2.55360 0.91485
C -2.61408 -1.94660 -3.71560
C -4.30788 1.92500 3.02178
C 2.12449 2.84233 2.44872
C 4.60339 -3.74887 0.68487
C -2.49701 3.31651 3.73978
C 1.43297 -3.05449 -2.43073
C -3.96038 1.64549 -1.49019
C 2.75476 -2.47139 1.67658
C 2.96949 -4.89670 2.01293
C -0.03188 0.53759 -3.89512
C -1.88408 -4.05363 -2.62798
C 4.10697 -4.92838 1.21834
C -1.58221 2.41593 3.18347
C 2.01328 -1.26493 1.80283
C 0.22295 1.50876 -4.85673
C 1.75797 -4.16991 -3.42404
C 1.38529 -0.11950 -6.17847
C -1.44500 -2.93057 -3.57236
C -3.37954 1.04202 2.47748
C 0.40330 3.03080 4.58332
C 2.63461 -2.10983 -2.30708
C 1.11740 -1.08830 -5.22455
C -3.86151 3.07466 3.65958
C -0.12378 2.69945 3.33696
C 2.62463 3.16026 3.70004
C 0.40475 -0.77749 -4.06498
C 1.75744 3.26154 4.77712
H 2.66792 -4.67482 -3.08495
H 4.35105 -1.64380 0.48270
H -2.09196 -3.66430 -1.62888
H 3.48850 -2.66963 -1.92104
H -0.66176 2.55019 0.80496
H -2.34522 -1.09345 -4.34094
H -0.58024 0.80564 -2.99947
H 2.59785 -5.81433 2.45239
H -3.77743 0.16515 1.96584
H 2.08305 -4.30071 -0.78219
H 1.94480 -0.38139 -7.06838
H 0.33155 -4.33439 -1.02392
H 2.90842 -1.66404 -3.26217
H 1.14231 1.93754 -6.74809
H -0.30057 -4.20038 -4.95190
H -2.80484 -4.50750 -3.00624
H 5.50711 -3.77040 0.08737
H 3.68747 3.31802 3.83175
H -5.37160 1.72662 2.93825
H 1.94416 -3.80776 -4.43450
H -0.13368 2.51933 -4.70222
H -2.13939 4.22062 4.22432
H -0.27693 3.07864 5.42528
H 0.88502 2.70534 0.23770
H -4.56556 3.78255 4.08123
H 1.35366 -1.20594 2.67409
H 2.42808 -1.30655 -1.59360
H -0.91387 -2.70299 -5.66636
H 0.96846 -4.92026 -3.46466
H 2.13240 3.50137 5.76379
H 1.12455 -2.92843 -0.27432
H 1.43270 -3.69611 2.86857
H 1.46927 -2.09645 -5.39290
H -1.13344 -4.84015 -2.54654
H -3.45648 -2.45828 -4.19223
H 2.79726 2.75514 1.60193
H -2.94359 -1.57598 -2.74672
H 2.55992 -0.33680 1.63701
H -2.01810 -4.03146 -5.31792

Cartesian forces, eV/Å:
Ba 0.349 -0.196 0.349
Cl -0.008 0.015 0.004
Cl -0.019 -0.001 -0.051
Cl -0.017 -0.067 -0.024
Cl 0.003 0.026 -0.023
P 0.064 -0.091 -0.115
O -0.120 0.277 -0.232
O -0.304 0.009 -0.173
N 0.049 0.191 0.010
C 0.043 0.017 -0.037
C -0.014 -0.012 0.001
C -0.009 -0.064 -0.009
C 0.099 -0.263 -0.262
C -0.016 0.002 0.031
C 0.009 -0.020 0.009
C 0.105 -0.123 0.335
C 0.007 -0.062 0.011
C 0.030 -0.019 -0.023
C 0.053 0.014 0.060
C 0.045 0.011 -0.034
C 0.007 0.055 -0.017
C 0.047 0.005 0.002
C -0.065 0.052 0.014
C 0.066 0.030 0.013
C -0.019 0.043 0.025
C -0.013 0.013 0.006
C 0.020 0.002 -0.004
C 0.026 0.017 -0.030
C -0.010 -0.035 0.008
C -0.052 0.048 0.048
C -0.213 0.043 -0.073
C 0.018 -0.035 -0.009
C 0.038 0.010 0.032
C 0.015 0.019 -0.036
C 0.012 0.050 0.093
C -0.077 0.081 -0.017
C 0.022 -0.014 -0.001
C -0.036 -0.019 0.000
C 0.017 -0.040 0.008
C 0.012 -0.003 -0.021
C -0.070 -0.012 -0.009
C -0.033 -0.004 0.038
C -0.065 0.031 0.068
C -0.002 0.011 -0.007
H -0.003 -0.004 -0.001
H 0.005 0.009 -0.007
H -0.001 -0.020 0.016
H 0.008 -0.015 0.013
H -0.014 -0.012 0.009
H -0.009 0.021 -0.009
H -0.002 0.015 -0.008
H -0.005 0.000 0.003
H -0.018 -0.012 0.003
H -0.015 -0.001 0.000
H 0.000 -0.009 0.004
H 0.006 0.002 0.009
H 0.007 0.030 -0.046
H 0.004 0.000 -0.009
H -0.033 0.011 -0.015
H -0.001 0.003 -0.012
H 0.006 0.001 0.000
H 0.005 0.002 -0.006
H -0.003 -0.001 0.006
H -0.012 0.004 -0.011
H -0.009 0.002 0.005
H -0.008 0.004 0.004
H -0.006 0.005 0.003
H -0.011 -0.015 -0.028
H -0.007 0.006 -0.003
H 0.085 -0.020 0.087
H 0.021 0.013 0.008
H 0.002 0.005 -0.022
H 0.005 -0.013 0.008
H 0.005 0.000 0.008
H -0.015 -0.013 -0.010
H -0.012 -0.012 -0.003
H 0.004 -0.008 0.004
H 0.000 -0.016 0.003
H 0.007 -0.003 0.003
H 0.000 0.003 -0.005
H -0.019 0.045 0.056
H 0.034 0.004 0.011
H 0.009 -0.004 -0.025

=====

(2)
Molecular formula: C48H34MnN6O3P3Se2
Method: DFT, wB97M-V/def2-TZVPD

Values from the calculation:
**HOMO level (alpha / beta)**: -7.8402 / -7.8435 eV
**⟨S²⟩**: 6.11
**Orbital gap (alpha / beta)**: 6.0 / 7.0 eV
**Energy relative to the best compared isomer or geometry (same formula, charge and spin)**: 0.195 eV
**Multiplicity**: 5
**Electronic energy**: -255290.876 eV

Cartesian coordinates (Å):
Se 1.30550 1.95960 -0.25892
Se -1.74842 1.91742 4.99969
Mn 1.27456 -0.65134 -0.63738
P -2.28623 0.13659 4.03941
P -0.62465 1.78312 0.69054
P 3.05139 -0.85577 -2.24646
O 2.68471 -1.05384 0.51400
O 4.15151 -2.08432 1.80786
O -0.09151 -1.13912 -1.86941
N -0.05379 -0.75788 0.88278
N -0.92125 -1.72498 2.58185
N -0.86305 -1.36480 -2.87931
N -0.22149 -1.91442 1.49762
N -2.48373 -0.87588 -5.82728
N 0.57170 1.64563 -3.87853
C 2.56741 -0.52048 -6.30220
C 3.64493 -1.92018 0.72475
C 3.75957 1.80938 -2.50012
C 1.68353 -2.15350 -4.24029
C 5.45440 -4.62425 -1.17406
C -5.88999 1.36363 2.56010
C 2.56510 -1.10581 -3.96971
C -0.97850 3.21308 1.70849
C -3.04055 0.81363 -0.29877
C -2.83739 2.21882 -2.68871
C 6.33331 1.44631 -1.51183
C -3.91881 0.16799 3.24036
C 4.56618 -3.10945 -2.80836
C -6.33947 0.23778 1.88685
C 4.15256 -2.72161 -0.46020
C -2.28512 -3.33507 7.02552
C -1.08749 -2.81628 6.54697
C -1.83924 2.33829 -1.73374
C 5.48742 0.35484 -1.64258
C -2.51551 4.85973 2.53289
C 4.61434 2.89197 -2.37236
C -3.93282 1.39899 -2.45254
C 5.29737 -4.24383 -2.49922
C -0.21441 4.88965 3.24206
C -3.49171 -2.82529 6.57438
C 4.89595 -3.85920 -0.16466
C 3.01051 -0.29253 -5.00670
C 3.97595 -2.35033 -1.79697
C -5.58218 -0.92915 1.89163
C -2.25988 3.75204 1.74013
C -1.22168 -0.40553 2.68138
C -3.50665 -1.79927 5.63819
C -4.37035 -0.96542 2.56224
C 1.24677 -2.37770 -5.53420
C -2.31052 -1.28528 5.15516
C -1.94062 1.63501 -0.53723
C -1.79484 -0.71223 -4.92263
C -4.03554 0.69936 -1.25798
C -1.09736 -1.79182 5.61750
C -0.91782 -0.46516 -3.81644
C 0.05027 3.78603 2.45178
C 5.89982 2.71126 -1.87902
C 4.20105 0.53243 -2.14504
C -1.49631 5.42396 3.28400
C 1.68445 -1.55662 -6.56588
C -4.67854 1.32934 3.24135
C -0.10322 0.71652 -3.83823
C -0.64868 0.23082 1.58543
H -3.11616 0.24878 0.62107
H -4.30675 2.19802 3.77296
H 5.83061 -0.62835 -1.34871
H 2.90943 0.12024 -7.10393
H 6.56141 3.56094 -1.77243
H 4.44949 -2.81523 -3.84261
H -0.16380 -1.38698 5.24751
H -0.96734 2.95015 -1.92974
H 3.69624 0.52019 -4.81086
H -4.70325 1.29763 -3.20589
H -2.74778 2.75518 -3.62437
H -4.45291 -1.40344 5.29274
H 2.74969 1.96196 -2.86279
H -1.70014 6.28643 3.90523
H 1.04621 3.36437 2.41510
H -7.28358 0.26538 1.35766
H -0.14389 -3.21303 6.89744
H 4.26855 3.87931 -2.64799
H 5.02791 -4.11665 0.87679
H -4.88266 0.05261 -1.07151
H 6.02068 -5.51250 -0.92678
H 0.57945 5.33194 3.82888
H -5.93413 -1.80853 1.36764
H -6.48126 2.27022 2.55731
H -3.05505 3.31076 1.15171
H 1.32957 -1.72316 -7.57433
H -2.27431 -4.13724 7.75209
H -4.42615 -3.22270 6.94858
H -3.51296 5.27762 2.56641
H 1.32506 -2.78593 -3.43586
H 0.55224 -3.18257 -5.73456
H -3.76845 -1.86769 2.55601
H 7.33049 1.30523 -1.11697
H 5.74261 -4.82786 -3.29379

Cartesian forces, eV/Å:
Se -0.078 0.035 -0.004
Se 0.044 0.062 -0.015
Mn 0.092 -0.012 -0.062
P 0.002 -0.008 0.009
P 0.009 -0.003 -0.024
P -0.060 -0.037 0.035
O 0.049 0.017 -0.056
O -0.027 0.040 -0.034
O -0.021 -0.105 -0.121
N 0.215 -0.094 0.102
N -0.098 0.034 -0.119
N -0.165 0.214 0.000
N 0.045 0.020 -0.009
N -0.007 -0.009 -0.009
N -0.009 0.008 -0.013
C 0.016 0.007 0.025
C 0.031 -0.109 -0.037
C -0.006 -0.003 0.011
C 0.082 -0.032 -0.001
C -0.002 0.005 -0.012
C 0.016 -0.023 -0.004
C 0.030 0.009 -0.013
C 0.057 -0.014 -0.007
C 0.028 0.001 -0.042
C -0.008 0.021 0.026
C 0.003 0.008 -0.006
C 0.009 0.020 -0.023
C -0.028 0.008 0.010
C 0.006 0.015 0.011
C -0.016 0.021 0.023
C 0.003 0.010 -0.012
C -0.009 0.008 -0.013
C -0.021 0.055 0.013
C -0.003 0.002 -0.036
C -0.012 -0.019 0.000
C -0.007 -0.020 -0.006
C -0.018 -0.004 0.008
C 0.004 -0.008 0.020
C -0.015 0.022 -0.005
C -0.004 0.001 -0.004
C -0.020 0.016 0.004
C 0.043 -0.039 -0.014
C 0.010 0.024 0.007
C 0.021 -0.007 -0.002
C -0.045 -0.003 0.000
C 0.009 0.064 0.079
C 0.001 -0.015 0.029
C -0.028 0.011 -0.016
C 0.043 -0.025 -0.017
C 0.029 -0.006 -0.020
C -0.065 -0.054 0.047
C 0.014 0.019 0.039
C 0.015 0.008 -0.002
C -0.005 0.001 0.039
C 0.060 -0.062 0.211
C -0.040 0.002 0.036
C -0.004 -0.008 0.005
C -0.015 0.007 0.057
C 0.028 -0.011 0.002
C -0.010 0.004 0.012
C -0.012 -0.007 -0.021
C 0.005 0.006 0.000
C -0.158 -0.038 -0.032
H 0.005 -0.002 0.010
H 0.001 -0.003 0.000
H 0.006 -0.005 -0.003
H 0.000 0.001 -0.002
H 0.003 0.000 0.001
H -0.012 0.002 -0.011
H -0.017 -0.007 0.007
H -0.014 -0.009 0.006
H -0.001 0.017 0.020
H 0.004 -0.006 -0.012
H -0.011 0.005 -0.012
H 0.000 0.007 0.004
H 0.009 -0.016 -0.052
H 0.003 0.001 0.004
H 0.013 -0.010 -0.004
H -0.001 0.001 -0.002
H 0.000 -0.002 0.001
H -0.002 0.003 0.000
H 0.004 -0.004 0.004
H -0.004 0.001 -0.001
H 0.000 0.000 -0.001
H -0.006 0.001 0.005
H -0.004 -0.005 0.002
H -0.004 0.001 0.001
H 0.003 -0.001 0.012
H -0.001 0.001 -0.003
H -0.001 -0.001 0.003
H 0.001 -0.004 0.004
H -0.002 0.008 -0.004
H 0.029 -0.002 -0.020
H -0.010 -0.002 -0.002
H 0.002 -0.001 -0.005
H 0.002 0.000 0.001
H 0.000 0.000 0.000